The molecule C11H14BrN3O7 at a distorted geometry, computed with wB97M-V/def2-TZVPD.

E_HOMO (eV): -9.63
ΔE to the lowest compared entry with this formula, charge and spin (kJ/mol): 0.8
SMILES string: NC1=N[C@@H]2O[C@]3(CO)[C@@H](O)[C@H]4OC(=O)[C@@H](O)[C@@]4(N1)[C@@]2(Br)[C@H]3O
Gap between HOMO and LUMO (eV): 10.0
Max |F| (eV/Å): 3.29
Spin multiplicity: 1

Each line ends with the Mulliken charge.
Atoms and positions in Å:
N 2.70 2.54 -1.83  -0.501
C 1.69 1.80 -1.38  0.224
N 0.68 2.47 -0.94  -0.767
C -0.53 1.72 -0.52  -0.204
O -0.51 1.69 0.91  -0.624
C -1.07 0.42 1.26  0.687
C -2.09 0.55 2.40  -0.704
O -2.98 1.58 2.03  -0.576
C 0.17 -0.39 1.71  -0.207
O -0.26 -1.67 2.22  -0.629
C 1.22 -0.62 0.61  -0.572
O 1.82 -1.89 0.61  -0.501
C 1.56 -2.58 -0.49  0.201
O 1.81 -3.75 -0.65  -0.579
C 0.81 -1.74 -1.57  -0.286
O -0.42 -2.28 -1.99  -0.611
C 0.72 -0.39 -0.86  1.585
N 1.73 0.42 -1.51  -0.362
C -0.68 0.30 -0.98  -0.867
Br -1.49 0.29 -2.76  0.044
C -1.71 -0.18 0.00  -0.198
O -1.91 -1.59 0.04  -0.597
H 3.61 2.18 -1.61  0.249
H 2.55 3.53 -1.70  0.285
H -1.43 2.27 -0.83  0.554
H -2.58 -0.41 2.56  0.281
H -1.67 0.80 3.38  0.371
H -2.46 2.31 1.68  0.408
H 0.63 0.17 2.54  0.677
H 0.50 -2.27 2.22  0.391
H 1.98 0.12 0.83  0.444
H 1.44 -1.68 -2.46  0.516
H -1.06 -2.32 -1.28  0.421
H 1.98 0.15 -2.45  0.344
H -2.70 0.28 -0.19  0.616
H -2.07 -1.83 0.98  0.488

A structure of composition C11H14BrO2 at a distorted geometry, computed with wB97M-V/def2-TZVPD.

E_HOMO (eV): -4.34
ΔE to the lowest compared entry with this formula, charge and spin (kJ/mol): 279.7
Gap between HOMO and LUMO (eV): 7.1
Charge: -1
Max |F| (eV/Å): 5.62
Spin multiplicity: 1

Each line ends with the Mulliken charge.
Atoms and positions in Å:
C 0.28 3.47 -0.50  -0.408
C -0.50 2.48 -0.08  -0.302
C 1.75 3.48 -0.37  -0.128
C -0.12 1.23 0.23  0.262
C -4.35 2.04 -0.19  0.710
C 2.56 2.53 0.07  -0.793
C -0.07 0.04 0.47  -0.682
C 1.30 -1.79 -0.20  -1.663
C -1.11 -2.08 -0.10  -1.426
C 0.16 -1.88 2.07  -1.521
C 0.05 -1.40 0.62  2.114
O -4.62 2.36 0.89  -0.444
O -4.10 2.20 -1.30  -0.447
Br -5.07 -0.38 -0.23  -0.772
H -0.01 4.43 -0.99  0.274
H -1.60 2.43 -0.54  0.040
H 2.24 4.36 -0.51  0.349
H 2.19 1.59 0.32  0.139
H 3.63 2.74 0.14  0.231
H 1.19 -1.23 -1.07  0.471
H 1.21 -2.87 -0.36  0.429
H 2.28 -1.48 0.29  0.329
H -1.08 -1.94 -1.20  0.354
H -0.91 -3.11 0.01  0.513
H -2.17 -1.64 0.19  0.202
H -0.19 -2.92 1.99  0.337
H -0.62 -1.30 2.64  0.383
H 1.14 -1.70 2.33  0.450

The molecule C11H14BrO6PS at a distorted geometry, computed with wB97M-V/def2-TZVPD.

E_HOMO (eV): -9.29
SMILES string: CP(O)[C@]1(O)OS(=O)(=O)O[C@]1(Br)CCc1ccccc1
Gap between HOMO and LUMO (eV): 9.5
Max |F| (eV/Å): 2.02
Spin multiplicity: 1

Each line ends with the Mulliken charge.
Atoms and positions in Å:
C 2.21 -2.24 0.75  -1.035
P 0.96 -1.88 -0.52  0.079
O 0.79 -3.32 -1.30  -0.434
C -0.65 -1.98 0.48  0.452
O -0.40 -2.74 1.66  -0.492
O -1.74 -2.58 -0.20  -0.460
S -3.03 -2.50 0.79  1.309
O -3.08 -3.62 1.66  -0.580
O -4.16 -2.21 -0.03  -0.613
O -2.56 -1.20 1.55  -0.350
C -1.29 -0.67 1.03  0.403
Br -0.39 0.04 2.58  -0.024
C -1.75 0.43 0.05  -0.896
C -0.87 0.88 -1.13  -0.884
C 0.17 1.95 -0.84  0.629
C 1.30 1.74 -0.05  0.493
C 2.21 2.75 0.17  -0.872
C 2.04 4.00 -0.40  -0.396
C 0.92 4.22 -1.19  -0.640
C 0.01 3.21 -1.41  -0.522
H 3.07 -2.62 0.18  0.350
H 1.93 -2.95 1.51  0.333
H 2.50 -1.31 1.24  0.258
H 1.35 -3.32 -2.09  0.394
H -0.13 -3.62 1.38  0.437
H -2.72 0.12 -0.34  0.388
H -1.93 1.32 0.66  0.517
H -1.57 1.35 -1.83  0.416
H -0.43 0.04 -1.67  0.336
H 1.48 0.78 0.41  -0.051
H 3.08 2.56 0.80  0.387
H 2.76 4.78 -0.22  0.379
H 0.78 5.20 -1.64  0.368
H -0.84 3.41 -2.05  0.317

A structure of composition C11H14ClCoN2O6V at a distorted geometry, computed with wB97M-V/def2-TZVPD.

E_HOMO (alpha / beta) (eV): -4.02 / -5.00
ΔE to the lowest compared entry with this formula, charge and spin (kJ/mol): 0.0
Gap between HOMO and LUMO (alpha / beta) (eV): 4.3 / 5.3
Charge: -1
Max |F| (eV/Å): 3.26
Spin multiplicity: 7

Each line ends with the Löwdin spin population.
Atoms and positions in Å:
V -0.04 0.13 -1.33  2.840
Cl -0.58 1.95 -2.70  0.111
C -1.67 -1.03 -2.00  0.018
H -1.67 -1.91 -1.32  0.007
H -1.78 -1.34 -3.04  0.003
H -2.51 -0.36 -1.71  0.008
Co 0.17 0.60 -4.26  1.953
C -1.47 0.56 -5.40  0.039
C 2.02 1.10 -4.84  0.090
C 0.46 -1.16 -4.61  0.677
H 2.75 0.62 -4.18  0.020
H 2.16 0.73 -5.87  0.016
H 2.19 2.20 -4.82  0.006
H -2.20 -0.15 -4.99  0.014
H -1.94 1.56 -5.48  0.001
H -1.15 0.22 -6.41  0.015
H -0.33 -1.95 -4.65  0.047
H 1.43 -1.71 -4.50  0.053
O -0.64 0.99 0.50  0.009
C 0.15 0.16 1.11  0.026
O 0.95 -0.57 0.39  0.034
C 0.16 0.07 2.60  0.001
C 1.04 -0.85 3.22  0.004
C 1.08 -0.90 4.63  0.000
C 0.28 -0.07 5.42  0.004
C -0.60 0.80 4.78  0.000
C -0.68 0.89 3.37  0.003
N -1.42 1.64 5.62  0.000
O -1.27 1.48 6.85  0.000
O -2.21 2.46 5.16  0.000
N 1.98 -1.79 5.30  0.000
O 2.75 -2.49 4.59  0.000
O 1.98 -1.82 6.55  0.000
H 1.63 -1.55 2.62  0.000
H 0.36 -0.10 6.51  0.000
H -1.39 1.57 2.90  0.000

The molecule C11H14ClNO2 at a distorted geometry, computed with wB97M-V/def2-TZVPD.

E_HOMO (eV): -9.01
ΔE to the lowest compared entry with this formula, charge and spin (kJ/mol): 211.8
SMILES string: O=C[C@@H]1C=CC=C[C@]1(Cl)N1CCOCC1
Gap between HOMO and LUMO (eV): 8.7
Max |F| (eV/Å): 4.77
Spin multiplicity: 1

Each line ends with the Mulliken charge.
Atoms and positions in Å:
O -0.35 0.66 -3.22  -0.489
C -0.59 0.94 -2.10  -0.088
C -1.29 0.06 -1.16  0.346
C -2.65 0.64 -1.34  -0.896
C -3.13 1.50 -0.44  -0.515
C -2.29 1.89 0.66  -0.753
C -1.13 1.22 0.97  -0.850
C -0.76 -0.03 0.25  0.754
Cl -1.90 -1.40 1.06  -0.252
N 0.51 -0.49 0.40  0.473
C 1.11 -1.54 -0.41  -0.396
C 2.55 -1.21 -0.61  -0.791
O 3.27 -1.22 0.56  -0.420
C 2.73 -0.40 1.62  -0.669
C 1.16 -0.52 1.71  -0.657
H -0.71 1.98 -1.73  0.370
H -1.30 -1.02 -1.57  0.376
H -3.37 0.16 -2.12  0.295
H -4.01 2.06 -0.55  0.475
H -2.57 2.72 1.16  0.559
H -0.65 1.48 1.86  0.309
H 0.78 -1.74 -1.42  0.348
H 1.17 -2.52 0.22  0.295
H 3.18 -1.87 -1.18  0.380
H 2.51 -0.23 -1.06  0.386
H 3.09 0.63 1.46  0.319
H 3.19 -0.60 2.53  0.437
H 0.69 -1.47 2.18  0.397
H 0.76 0.31 2.25  0.254

A structure of composition C11H14F3NO4PtSi, computed with wB97M-V/def2-TZVPD.

E_HOMO (eV): -7.99
Gap between HOMO and LUMO (eV): 6.7
Max |F| (eV/Å): 0.73
Spin multiplicity: 1

Each line ends with the Mulliken charge.
Atoms and positions in Å:
Pt 0.17 0.38 -0.47  0.303
O -1.86 -2.54 2.63  -0.475
C -1.84 -1.43 1.87  -0.127
O -1.65 -0.33 2.29  -0.479
C -2.20 -1.73 0.44  0.702
C -3.09 -2.76 0.14  -0.437
C -3.54 -2.90 -1.15  -0.748
C -3.12 -1.99 -2.11  -0.642
C -2.21 -1.01 -1.73  1.307
N -1.72 -0.92 -0.49  -0.322
C -1.75 0.10 -2.63  0.478
O -2.28 0.20 -3.85  -0.462
O -0.95 0.93 -2.28  -0.490
H -1.63 -2.27 3.53  0.362
H -3.43 -3.41 0.93  0.496
H -4.22 -3.70 -1.42  0.439
H -3.48 -2.07 -3.12  0.200
H -2.94 -0.47 -4.01  0.289
C 2.73 2.49 0.90  -1.101
Si 1.83 2.02 -0.67  0.412
C 0.92 3.54 -1.31  -1.090
C 3.10 1.49 -1.96  -1.084
H 3.38 3.35 0.72  0.383
H 3.35 1.66 1.26  0.295
H 2.03 2.75 1.70  0.296
H 1.63 4.34 -1.54  0.355
H 0.22 3.92 -0.57  0.300
H 0.36 3.31 -2.22  0.268
H 3.80 2.30 -2.19  0.336
H 2.60 1.19 -2.88  0.306
H 3.67 0.64 -1.59  0.299
F 1.34 0.11 2.18  -0.215
C 1.23 -0.48 0.97  0.371
F 0.66 -1.73 1.26  -0.295
F 2.51 -0.81 0.61  -0.233

A cluster of 2 separate species, C11H14N2 in total at a distorted geometry, computed with wB97M-V/def2-TZVPD.

E_HOMO (alpha / beta) (eV): 0.94 / -5.26
ΔE to the lowest compared entry with this formula, charge and spin (kJ/mol): 53.5
Gap between HOMO and LUMO (alpha / beta) (eV): 2.6 / 8.6
Charge: -1
Max |F| (eV/Å): 3.15
Spin multiplicity: 2

Each line ends with the Löwdin spin population.
Atoms and positions in Å:
C 0.82 0.89 1.19  0.040
C 4.08 0.87 -0.74  0.018
C 4.25 -0.49 -1.01  0.018
C 3.03 1.27 0.11  0.016
C 1.98 0.39 0.38  0.015
C 3.26 -1.40 -0.63  0.094
C 2.15 -0.95 -0.01  0.100
H 4.62 1.69 -1.18  0.004
H 5.11 -0.76 -1.62  0.005
H 2.99 2.29 0.48  0.004
H 3.32 -2.49 -0.74  0.035
H 0.17 0.10 1.60  0.019
H 0.35 1.49 0.39  0.003
H 1.35 -1.60 0.36  0.074
H 1.03 1.47 2.07  0.005
C -4.27 0.57 1.32  0.012
C -2.41 -0.09 -1.67  0.076
C -3.46 0.12 0.14  0.005
C -2.94 -1.16 0.15  0.119
N -3.14 0.78 -1.01  0.003
N -2.33 -1.31 -1.10  0.062
H -1.96 0.10 -2.64  0.025
H -1.68 -2.06 -1.31  0.170
H -2.87 -2.08 0.70  0.069
H -5.31 0.65 0.98  0.001
H -3.98 1.62 1.53  0.001
H -4.13 0.09 2.27  0.008

Question: Which value of spin multiplicity does entry 2 give?
Answer: 1

Question: What is the max |F| in the second record?
Answer: 5.62 eV/Å